[1]
Computed, not measured: a molecular structure, C2H3N2O2, with ωB97M-V with the def2-TZVPD basis set.

- <S²> = 2.0214
- LUMO (alpha / beta) (eV) = 4.58 / 3.05

The geometry in ORCA input format:
```
! wB97M-V def2-TZVPD RIJCOSX def2/J DEFGRID3
* xyz -1 3
C 0.17 -0.14 -1.61
C 0.93 0.10 -0.58
N 0.50 -0.17 1.30
N -0.70 0.04 1.69
O -0.96 -0.20 2.87
O -1.57 0.67 1.01
H 0.46 -0.13 -2.71
H -0.87 -0.55 -1.56
H 2.04 0.38 -0.42
*
```

***

[2]
Computed, not measured: a gas-phase ion, C2H3N2O2 (charge +1), with ωB97M-V with the def2-TZVPD basis set.

- SMILES string = O=C/[NH+]=C/N=O
- LUMO (eV) = -8.20

The geometry in ORCA input format:
```
! wB97M-V def2-TZVPD RIJCOSX def2/J DEFGRID3
* xyz 1 1
C -0.42 0.66 -0.23
C 1.18 -0.89 0.62
N -1.41 1.08 -0.77
N -0.11 -0.61 0.11
O 1.50 -1.91 1.06
O -2.33 1.48 -1.30
H 0.46 1.35 -0.21
H 2.00 0.05 0.50
H -0.87 -1.22 0.23
*
```

***

[3]
Computed, not measured: 3 unconnected molecules or ions with the total composition C2H3N2O3, with ωB97M-V with the def2-TZVPD basis set.

- LUMO (alpha / beta) (eV) = -5.65 / -5.65

The geometry in ORCA input format:
```
! wB97M-V def2-TZVPD RIJCOSX def2/J DEFGRID3
* xyz 1 1
C -1.35 -0.43 0.39
C 2.73 0.95 0.02
N -2.00 0.39 -0.30
N 0.53 -1.34 -0.45
O 3.69 1.51 -0.20
O 1.75 0.38 0.24
O 0.85 -2.21 0.17
H -1.65 -0.75 1.38
H -2.88 0.83 0.00
H -1.68 0.67 -1.23
*
```

***

[4]
Computed, not measured: a molecular structure, C2H3N2OP, with ωB97M-V with the def2-TZVPD basis set.

- LUMO (eV) = -0.53

The geometry in ORCA input format:
```
! wB97M-V def2-TZVPD RIJCOSX def2/J DEFGRID3
* xyz 0 1
C -0.24 0.52 1.25
C 0.97 -0.23 1.02
N -1.05 0.80 0.34
N -0.36 0.18 -1.25
O 1.64 -0.83 1.81
P 1.16 -0.42 -0.84
H -0.59 0.88 2.27
H -0.35 1.06 -1.81
H 0.47 -1.54 -0.69
*
```

***

Number 1: energy -337.699979 Ha. Number 2: energy -337.552893 Ha. Number 3: energy -412.858926 Ha. Number 4: energy -604.000926 Ha.